No. 1
{"formula": "C22H24N2O4", "method": "the ωB97M-V functional and the def2-TZVPD basis", "orbital_gap_ev": 8.935, "total_energy_ev": -34374.499, "smiles": "CCCc1nc2ccccc2c(C(=O)OCC(=O)NCc2ccco2)c1CC", "homo_energy_ev": -8.770, "lumo_ev": 0.165, "multiplicity": 1, "fmax_ev_per_a": 0.88, "de_lowest_kj_mol": 151.1, "symbols": ["C", "C", "H", "H", "C", "C", "N", "C", "C", "C", "C", "C", "C", "C", "C", "C", "H", "C", "H", "H", "H", "H", "C", "O", "O", "C", "H", "H", "C", "O", "N", "H", "C", "C", "C", "C", "C", "O", "H", "H", "H", "H", "H", "H", "H", "H", "H", "H", "H", "H", "H", "H"], "positions_angstrom": [[-1.099, 1.374, -5.937], [-1.247, 1.922, -4.524], [-0.684, 2.850, -4.422], [-2.293, 2.152, -4.320], [-0.748, 0.923, -3.484], [-0.883, 1.429, -2.076], [-1.304, 2.654, -1.929], [-1.445, 3.185, -0.702], [-1.908, 4.511, -0.587], [-2.066, 5.079, 0.647], [-1.775, 4.351, 1.810], [-1.325, 3.061, 1.731], [-1.144, 2.451, 0.475], [-0.685, 1.123, 0.293], [-0.548, 0.593, -0.970], [-0.093, -0.827, -1.152], [0.610, -1.090, -0.358], [-1.286, -1.784, -1.102], [-2.017, -1.530, -1.866], [-1.773, -1.725, -0.132], [-0.953, -2.806, -1.267], [0.429, -0.942, -2.102], [-0.370, 0.295, 1.495], [-1.081, -0.578, 1.937], [0.797, 0.646, 2.031], [1.210, 0.001, 3.235], [1.914, 0.686, 3.709], [0.340, -0.170, 3.879], [1.923, -1.336, 2.968], [3.106, -1.485, 3.177], [1.103, -2.303, 2.520], [0.128, -2.088, 2.340], [1.602, -3.612, 2.144], [1.726, -3.753, 0.662], [2.540, -3.123, -0.235], [2.195, -3.636, -1.509], [1.199, -4.536, -1.291], [0.905, -4.610, 0.018], [0.644, -5.168, -1.956], [2.632, -3.371, -2.450], [3.291, -2.395, -0.008], [2.584, -3.716, 2.615], [0.923, -4.380, 2.522], [-1.107, 2.502, 2.629], [-1.911, 4.817, 2.775], [-2.420, 6.096, 0.737], [-2.130, 5.049, -1.495], [-1.302, -0.014, -3.585], [0.306, 0.700, -3.676], [-0.056, 1.156, -6.158], [-1.459, 2.096, -6.665], [-1.672, 0.456, -6.055]]}

No. 2
{"formula": "C22H24N2O4S", "method": "the ωB97M-V functional and the def2-TZVPD basis", "orbital_gap_ev": 8.936, "total_energy_ev": -45210.653, "smiles": "Cc1ccccc1NC(=O)COC(=O)c1ccccc1SCC(=O)N1CCCC1", "homo_energy_ev": -8.646, "lumo_ev": 0.290, "multiplicity": 1, "fmax_ev_per_a": 0.65, "de_lowest_kj_mol": 9.6, "symbols": ["C", "C", "C", "C", "C", "C", "C", "N", "C", "O", "C", "H", "H", "O", "C", "O", "C", "C", "C", "C", "C", "C", "S", "C", "C", "O", "N", "C", "C", "H", "C", "C", "H", "H", "H", "H", "H", "H", "H", "H", "H", "H", "H", "H", "H", "H", "H", "H", "H", "H", "H", "H", "H"], "positions_angstrom": [[-0.383, 2.214, -2.620], [-1.235, 2.734, -1.508], [-1.161, 4.074, -1.142], [-1.901, 4.586, -0.093], [-2.736, 3.752, 0.631], [-2.835, 2.420, 0.282], [-2.108, 1.911, -0.791], [-2.235, 0.535, -1.068], [-2.443, -0.026, -2.282], [-2.620, 0.571, -3.317], [-2.454, -1.563, -2.218], [-3.327, -1.895, -1.642], [-2.496, -1.956, -3.234], [-1.269, -2.096, -1.636], [-1.219, -2.250, -0.312], [-2.111, -1.918, 0.440], [0.040, -2.895, 0.108], [-0.008, -3.821, 1.148], [1.134, -4.491, 1.540], [2.331, -4.250, 0.882], [2.397, -3.316, -0.135], [1.262, -2.610, -0.511], [1.366, -1.305, -1.705], [2.879, -0.446, -1.119], [3.008, -0.500, 0.394], [3.938, -1.085, 0.921], [2.042, 0.094, 1.110], [0.934, 0.897, 0.630], [0.320, 1.475, 1.903], [-0.739, 1.689, 1.785], [0.607, 0.386, 2.934], [2.018, -0.047, 2.558], [2.256, -1.077, 2.828], [2.774, 0.608, 3.007], [0.542, 0.743, 3.959], [-0.088, -0.445, 2.803], [0.831, 2.397, 2.181], [1.277, 1.677, -0.054], [0.208, 0.269, 0.103], [2.779, 0.575, -1.485], [3.759, -0.909, -1.566], [3.337, -3.130, -0.628], [3.224, -4.785, 1.165], [1.091, -5.206, 2.347], [-0.957, -4.004, 1.628], [-2.390, -0.061, -0.259], [-3.485, 1.757, 0.836], [-3.310, 4.137, 1.460], [-1.820, 5.631, 0.166], [-0.498, 4.725, -1.692], [0.430, 2.905, -2.833], [0.028, 1.235, -2.378], [-0.983, 2.092, -3.522]]}

No. 3
{"formula": "C22H24N7O6S2Ti", "method": "the ωB97M-V functional and the def2-TZVPD basis", "orbital_gap_ev": [4.481, 7.790], "total_energy_ev": -90712.259, "homo_energy_ev": [-2.247, -5.556], "lumo_ev": [2.234, 2.235], "multiplicity": 3, "fmax_ev_per_a": 1.73, "total_charge": -1, "symbols": ["Ti", "O", "C", "C", "C", "N", "C", "C", "C", "O", "O", "C", "O", "O", "H", "H", "H", "C", "C", "N", "N", "C", "S", "N", "N", "H", "H", "H", "H", "H", "H", "C", "C", "N", "C", "C", "C", "S", "N", "C", "O", "C", "C", "C", "C", "C", "C", "H", "H", "H", "H", "H", "H", "H", "H", "H", "H", "H", "H", "H", "H", "H"], "positions_angstrom": [[-0.017, 0.288, -0.237], [-5.111, -1.014, 2.839], [-3.986, -0.616, 2.193], [-4.001, 0.310, 1.163], [-2.798, 0.654, 0.584], [-1.651, 0.143, 1.032], [-1.644, -0.819, 1.936], [-2.791, -1.223, 2.574], [-0.271, -1.537, 2.019], [-0.086, -2.491, 2.745], [0.569, -1.010, 1.188], [-2.639, 1.479, -0.693], [-3.566, 2.126, -1.124], [-1.445, 1.332, -1.204], [-5.873, -0.569, 2.457], [-4.914, 0.740, 0.767], [-2.768, -2.017, 3.308], [2.039, -5.770, -0.258], [0.761, -5.102, -0.600], [-0.385, -5.689, -0.790], [-1.223, -4.643, -1.103], [-0.631, -3.447, -1.108], [-1.346, -1.952, -1.449], [0.656, -3.751, -0.801], [1.728, -2.854, -0.639], [1.819, -6.747, 0.168], [2.607, -5.168, 0.446], [2.657, -5.895, -1.148], [-2.198, -4.797, -1.281], [1.704, -2.225, -1.439], [1.506, -2.288, 0.180], [3.320, 4.688, 2.003], [2.711, 4.708, 0.608], [3.189, 3.648, -0.264], [4.462, 3.865, -0.936], [5.647, 3.143, -0.310], [2.527, 2.439, -0.432], [1.128, 2.204, 0.658], [3.081, 1.627, -1.282], [2.602, 0.455, -1.758], [1.363, -0.003, -1.560], [3.435, -0.361, -2.586], [2.894, -1.455, -3.301], [3.697, -2.260, -4.094], [5.062, -2.013, -4.218], [5.606, -0.921, -3.537], [4.818, -0.107, -2.745], [2.928, 5.512, 2.607], [4.407, 4.786, 1.972], [3.076, 3.750, 2.505], [2.934, 5.659, 0.115], [1.629, 4.635, 0.681], [4.633, 4.944, -0.925], [4.367, 3.550, -1.975], [5.872, 3.516, 0.692], [6.540, 3.275, -0.928], [5.444, 2.075, -0.236], [1.827, -1.631, -3.247], [3.245, -3.086, -4.633], [5.684, -2.650, -4.834], [6.664, -0.703, -3.629], [5.252, 0.739, -2.227]]}

No. 4
{"formula": "C22H24NO5PSSn", "method": "the ωB97M-V functional and the def2-TZVPD basis", "orbital_gap_ev": 8.747, "total_energy_ev": -60888.796, "homo_energy_ev": -8.460, "lumo_ev": 0.287, "multiplicity": 1, "fmax_ev_per_a": 0.41, "symbols": ["Sn", "N", "C", "C", "C", "O", "O", "H", "H", "H", "H", "H", "H", "C", "S", "O", "O", "O", "H", "H", "H", "C", "C", "C", "C", "C", "C", "P", "C", "C", "C", "C", "C", "C", "C", "C", "C", "C", "C", "C", "H", "H", "H", "H", "H", "H", "H", "H", "H", "H", "H", "H", "H", "H", "H"], "positions_angstrom": [[-0.608, -2.618, -0.432], [2.175, -1.889, -0.813], [3.015, -2.194, 0.355], [2.289, -3.141, 1.310], [1.199, -2.417, 2.085], [1.377, -2.057, 3.229], [0.091, -2.140, 1.427], [2.267, -2.621, -1.508], [2.462, -1.030, -1.268], [3.230, -1.264, 0.883], [3.976, -2.631, 0.069], [2.992, -3.545, 2.038], [1.875, -3.983, 0.745], [-2.722, -2.481, 2.808], [-3.014, -3.034, 1.159], [-1.995, -4.076, 0.871], [-4.385, -3.420, 1.054], [-2.616, -1.876, 0.267], [-3.027, -3.283, 3.478], [-3.336, -1.598, 2.979], [-1.662, -2.257, 2.917], [-3.993, 3.097, -1.028], [-4.088, 1.757, -1.368], [-2.993, 0.917, -1.206], [-1.795, 1.420, -0.710], [-1.708, 2.768, -0.360], [-2.802, 3.603, -0.520], [-0.361, 0.303, -0.603], [0.633, 0.772, -2.061], [1.196, 2.036, -2.239], [1.901, 2.337, -3.393], [2.048, 1.380, -4.391], [1.484, 0.124, -4.231], [0.781, -0.177, -3.071], [0.552, 0.915, 0.839], [-0.144, 1.036, 2.041], [0.517, 1.388, 3.205], [1.886, 1.620, 3.186], [2.588, 1.495, 1.998], [1.926, 1.139, 0.830], [-4.849, 3.749, -1.149], [-5.018, 1.353, -1.748], [-3.083, -0.136, -1.438], [-0.789, 3.164, 0.057], [-2.729, 4.647, -0.243], [1.085, 2.790, -1.469], [2.334, 3.321, -3.518], [2.597, 1.618, -5.293], [1.588, -0.624, -5.008], [0.344, -1.162, -2.953], [-1.210, 0.841, 2.070], [-0.034, 1.464, 4.133], [2.404, 1.884, 4.099], [3.657, 1.671, 1.976], [2.488, 1.047, -0.091]]}